The following is a DFT calculation (wB97M-V/def2-TZVPD) of a cluster of 17 separate species, C3H40NO17 in total.

The HOMO energy comes out at -6.554 eV. As for the charge: -1. Its molecular weight is 362.34 g mol⁻¹. The value obtained for the frontier orbital gap is 9.011 eV.

The geometry in XYZ format:
```
61
Properties=species:S:1:pos:R:3:lowdin_charge:R:1
O 0.152 -4.003 -1.224 -0.080
O -0.016 2.582 1.678 -0.089
O 1.315 -2.176 2.070 -0.092
O -0.271 -0.456 -1.184 -0.115
O 4.226 -2.087 1.401 -0.086
O 3.405 3.071 2.290 -0.054
O -0.503 -1.382 3.566 -0.062
O 1.901 -2.691 -2.592 -0.104
O -1.668 -2.289 -0.319 -0.113
O -0.128 1.911 -0.756 -0.327
O 1.280 0.657 2.990 -0.066
O -3.977 -1.189 -0.985 -0.091
O -2.953 3.981 -0.421 -0.093
O -2.084 0.994 -2.720 -0.048
O -4.019 1.496 -0.712 -0.055
O -1.812 0.467 1.336 -0.026
O -4.207 -2.498 1.644 -0.081
N 2.996 -0.607 -0.825 0.005
C 2.716 0.872 -0.953 -0.235
C 1.914 1.268 -2.207 -0.146
C 0.783 2.299 -1.727 -0.329
H -2.134 3.577 -0.078 0.011
H 2.292 1.188 -0.002 0.090
H -0.689 -0.585 3.048 0.026
H 0.282 2.392 0.735 0.022
H 0.463 -0.787 -1.716 0.026
H -1.688 1.335 0.944 0.009
H 1.475 -1.406 2.641 0.000
H 1.787 0.121 2.377 0.018
H 3.698 1.312 -1.084 0.092
H -3.470 -1.884 1.811 0.014
H -3.744 1.711 -1.611 0.044
H -0.965 -1.573 -0.601 0.008
H 0.389 3.348 2.073 0.052
H -4.399 -2.321 0.703 0.011
H 2.733 2.439 2.555 -0.006
H -1.769 0.109 -2.892 0.039
H 0.407 -2.332 2.423 0.026
H -3.552 3.198 -0.430 -0.004
H 1.589 -3.093 -1.750 0.015
H 2.948 -1.199 -1.642 0.039
H 0.639 1.256 2.550 0.005
H 1.506 0.373 -2.688 0.091
H 0.226 2.631 -2.621 0.101
H 1.338 3.208 -1.413 0.109
H -1.491 1.549 -2.210 0.000
H 0.149 -4.828 -0.721 0.060
H -0.546 -3.518 -0.696 0.023
H -1.553 -2.455 0.623 0.059
H -1.738 -0.185 0.616 0.020
H 3.320 -2.005 1.710 -0.030
H 4.317 -1.668 0.531 0.002
H 0.044 0.516 -0.796 0.046
H -3.973 -0.270 -1.290 -0.005
H 3.525 3.151 1.345 0.021
H -0.226 -1.120 4.445 0.065
H 2.437 -0.865 -0.023 0.037
H 1.154 -2.990 -3.141 0.045
H 2.460 1.910 -2.876 0.094
H -3.089 -1.598 -0.860 -0.010
H -3.204 1.138 -0.337 0.021
```

The following is a DFT calculation (wB97M-V/def2-TZVPD) of the molecule C3H8N2O.

Its SMILES is CC/N=C/NO. The HOMO energy comes out at -8.665 eV. Its molecular weight is 88.11 g mol⁻¹. The value obtained for the frontier orbital gap is 9.413 eV.

The geometry in XYZ format:
```
14
Properties=species:S:1:pos:R:3:lowdin_charge:R:1
O -2.398 1.829 -0.231 -0.039
N -1.093 1.841 -0.657 -0.085
N 0.878 0.508 -0.636 0.012
C -0.302 0.820 -0.292 -0.262
C 0.573 -1.841 0.424 -0.132
C 1.429 -0.624 0.042 -0.340
H 0.148 -2.212 -0.571 0.095
H -0.857 0.306 0.523 0.139
H 2.311 -1.052 -0.538 0.115
H 1.113 -2.693 0.846 0.068
H 1.782 -0.285 1.071 0.115
H -0.271 -1.657 1.037 0.030
H -0.889 2.471 -1.433 0.155
H -2.422 2.587 0.415 0.130
```

The following is a DFT calculation (wB97M-V/def2-TZVPD) of a structure of composition C5H5NO.

The HOMO energy (spin up / spin down) comes out at -9.033 / -9.033 eV. Its molecular weight is 95.10 g mol⁻¹. The value obtained for the frontier orbital gap (spin up / spin down) is 9.004 / 9.003 eV.

The geometry in XYZ format:
```
12
Properties=species:S:1:pos:R:3:lowdin_charge:R:1
O 0.108 1.874 0.749 0.082
N 1.488 -0.575 -0.232 0.034
C 2.539 -0.950 -0.827 -0.117
C -2.129 0.913 1.496 0.136
C -2.691 0.386 0.343 -0.050
C -0.829 1.125 0.736 -0.453
C -1.388 -0.016 0.015 0.004
H 2.609 -1.984 -1.174 0.057
H 1.535 0.414 0.031 0.030
H -0.958 -1.007 -0.126 0.101
H -3.689 0.129 0.015 0.111
H 3.405 -0.308 -1.026 0.066
```

The following is a DFT calculation (wB97M-V/def2-TZVPD) of the molecule C4H4O.

Its SMILES is C#CC(C)=O. The HOMO energy comes out at -10.390 eV. Its molecular weight is 68.07 g mol⁻¹. The value obtained for the frontier orbital gap is 10.733 eV.

The geometry in XYZ format:
```
9
Properties=species:S:1:pos:R:3:lowdin_charge:R:1
O 0.986 1.154 -1.565 0.092
C -1.003 -1.664 -0.573 0.134
C -0.372 -0.758 -1.058 -0.033
C 0.376 0.730 0.716 -0.018
C 0.403 0.451 -0.779 -0.473
H -0.142 -0.047 1.279 0.070
H -1.506 -2.365 0.046 0.045
H 1.401 0.821 1.075 0.090
H -0.143 1.678 0.860 0.092
```

The following is a DFT calculation (wB97M-V/def2-TZVPD) of a structure of composition C19H43N2O6PS3.

The HOMO energy comes out at -8.328 eV. Its molecular weight is 522.74 g mol⁻¹. The value obtained for the frontier orbital gap is 7.833 eV.

The geometry in XYZ format:
```
74
Properties=species:S:1:pos:R:3:lowdin_charge:R:1
S -1.416 4.870 -0.335 0.504
S 0.246 5.737 -2.380 0.467
S 0.295 8.206 -0.450 0.640
P 0.382 -2.507 1.052 1.010
O 1.321 5.127 -3.111 -0.341
O -1.909 3.599 0.145 -0.358
O -0.540 6.538 -3.264 -0.314
O 1.219 9.301 -0.506 -0.362
O -0.961 8.518 -1.059 -0.339
O -0.682 5.514 0.747 -0.372
N -3.966 5.148 -2.679 0.108
N -0.555 4.526 -1.648 -0.307
C -2.892 5.867 -0.631 -0.215
C 2.831 -3.610 -0.088 -0.210
C -3.290 6.010 -2.064 -0.301
C 2.030 -6.026 -0.496 -0.108
C -1.455 0.266 -0.271 -0.253
C -1.645 -2.220 -3.114 -0.100
C 1.150 6.831 -1.236 -0.305
C 2.486 -4.704 -1.103 -0.252
C 1.761 -2.251 4.417 -0.261
C -0.465 -2.799 -2.336 -0.254
C -0.357 0.231 0.787 -0.216
C 0.483 -1.650 3.823 -0.224
C 0.737 -0.824 0.561 -0.262
C 1.909 -3.447 1.133 -0.261
C 1.632 -3.700 4.874 -0.102
C -0.255 -2.456 2.745 -0.272
C -0.964 -3.324 0.185 -0.257
C -0.892 -3.818 -1.268 -0.217
C -0.988 0.897 -1.572 -0.091
H 2.596 -2.154 3.718 0.088
H 2.042 -1.642 5.278 0.113
H 1.959 7.257 -1.813 0.084
H -1.307 -1.448 -3.804 0.079
H -2.132 -2.999 -3.703 0.079
H 0.187 -3.298 -3.057 0.104
H -0.230 -4.684 -1.305 0.078
H -0.416 -3.487 3.073 0.097
H -1.875 -4.218 -1.524 0.119
H -1.182 -4.209 0.797 0.104
H -2.391 -1.778 -2.452 0.070
H 1.715 -4.408 1.614 0.092
H -0.130 0.375 -2.012 0.065
H -0.705 1.934 -1.396 0.050
H -0.816 0.080 1.769 0.099
H 1.735 -4.334 -1.803 0.073
H -1.857 -0.736 -0.459 0.072
H -0.221 -1.505 4.645 0.121
H 2.567 -4.038 5.321 0.078
H 1.605 -0.534 1.167 0.108
H -1.850 -2.694 0.302 0.096
H 1.584 6.232 -0.447 0.079
H -4.083 5.507 -3.624 0.049
H -1.791 0.886 -2.308 0.084
H 1.101 -0.788 -0.468 0.088
H 2.806 -6.457 0.141 0.083
H -2.285 0.857 0.119 0.111
H 2.511 -2.891 1.856 0.082
H -1.259 -2.031 2.656 0.102
H -2.799 6.823 -0.149 0.079
H -2.983 6.925 -2.553 0.101
H 0.117 1.213 0.825 0.129
H 0.845 -3.807 5.622 0.083
H 0.712 -0.650 3.447 0.104
H 0.127 -1.991 -1.903 0.074
H -3.704 5.360 -0.120 0.098
H 3.828 -3.833 0.299 0.117
H 1.123 -5.918 0.103 0.056
H 3.373 -4.888 -1.712 0.114
H 2.920 -2.655 -0.611 0.110
H 1.806 -6.745 -1.283 0.080
H 1.412 -4.375 4.045 0.053
H 0.095 7.901 0.852 0.075
```